# 1
Molecular formula: C37H27Cl2N9O2W
Method: DFT, the ωB97M-V functional and the def2-TZVPD basis

```
78
Properties=species:S:1:pos:R:3:forces:R:3
W -0.413 -0.089 0.121 -1.52 -0.47 0.48
Cl -6.022 2.540 3.320 -0.02 0.03 0.10
C -4.984 1.904 2.114 -0.05 -0.13 -0.28
C -3.617 1.885 2.346 0.27 -0.03 0.04
C -2.779 1.364 1.370 -0.48 -0.35 -0.40
N -1.414 1.321 1.361 0.85 0.36 -0.20
C -0.484 1.717 2.373 0.53 -0.39 -0.45
O -0.256 2.871 3.230 -0.27 0.18 0.07
C -0.335 0.455 3.214 -0.17 -0.01 0.21
C -0.280 0.503 4.597 -0.03 -0.01 -0.09
C -0.366 -0.677 5.315 0.00 -0.05 -0.09
C -0.513 -1.861 4.611 0.02 0.08 0.10
C -0.532 -1.821 3.230 0.08 -0.19 -0.19
N -0.438 -0.690 2.521 0.08 0.29 0.13
C -3.303 0.859 0.163 0.13 0.27 0.53
C -4.661 0.912 -0.079 -0.04 -0.12 0.02
C -5.505 1.419 0.907 0.19 0.05 0.19
Cl -7.193 1.446 0.616 -0.14 -0.01 -0.09
N -2.251 0.512 -0.729 0.08 -0.20 -0.38
C -2.279 1.186 -1.933 0.17 -0.12 0.32
O -3.252 1.476 -2.583 -0.04 0.09 -0.04
C -0.900 1.599 -2.340 0.05 0.22 -0.07
C -0.715 2.439 -3.421 -0.06 -0.11 -0.06
C 0.560 2.891 -3.711 0.14 -0.07 0.17
C 1.608 2.436 -2.919 -0.08 0.07 -0.20
C 1.344 1.589 -1.865 0.17 -0.23 0.27
N 0.102 1.192 -1.537 -0.12 0.76 -0.63
H -3.208 2.278 3.268 -0.09 0.05 0.01
H -0.196 1.463 5.082 0.00 0.01 0.03
H -0.332 -0.673 6.396 -0.05 0.01 0.00
H -0.631 -2.809 5.117 0.03 -0.01 -0.01
H -0.667 -2.739 2.682 0.05 0.10 0.10
H -5.081 0.594 -1.021 -0.01 -0.02 -0.03
H -1.585 2.725 -3.997 -0.01 0.01 0.02
H 0.743 3.584 -4.521 -0.03 -0.04 -0.04
H 2.628 2.734 -3.116 0.01 0.00 0.04
H 2.144 1.220 -1.239 -0.02 0.00 0.02
C -0.946 -2.348 -3.874 0.07 -0.11 -0.05
C 0.065 -3.301 -3.852 -0.14 0.14 -0.06
C 0.907 -3.324 -2.765 0.12 -0.09 0.13
C 0.739 -2.403 -1.734 -0.36 0.12 -0.22
N -0.239 -1.466 -1.753 0.57 -0.31 -0.45
C -1.062 -1.476 -2.816 -0.10 0.09 0.18
C 1.626 -2.330 -0.584 0.30 -0.20 0.12
C 2.677 -3.195 -0.341 -0.25 0.18 -0.12
C 3.535 -2.954 0.729 0.13 0.07 0.15
C 3.372 -1.807 1.472 0.06 -0.11 -0.06
C 2.300 -0.963 1.189 -0.09 0.06 -0.06
N 1.361 -1.281 0.234 0.02 -0.29 0.36
C 2.089 0.352 1.699 -0.41 0.07 -0.77
C 2.655 0.965 2.884 0.23 0.30 0.39
C 2.192 2.106 3.432 -0.03 -0.09 0.00
C 1.135 2.933 2.747 0.21 -0.22 -0.33
C 0.681 2.190 1.504 -0.22 0.49 0.45
N 1.188 0.993 0.946 0.11 -0.26 0.81
H -1.633 -2.268 -4.705 -0.02 -0.01 0.02
H 0.188 -3.996 -4.671 0.03 -0.02 0.02
H 1.709 -4.046 -2.718 -0.02 0.02 0.02
H -1.868 -0.763 -2.821 -0.05 0.02 0.02
H 2.839 -4.047 -0.984 0.02 0.02 0.00
H 4.358 -3.626 0.929 -0.01 0.00 0.01
H 4.087 -1.529 2.234 -0.04 -0.02 0.03
H 3.453 0.434 3.389 -0.01 -0.02 -0.04
H 2.630 2.485 4.347 0.05 -0.06 0.00
H 1.435 3.973 2.639 0.00 0.00 0.05
H 0.314 2.871 0.743 -0.10 -0.05 0.00
C -4.138 -4.157 -1.207 -0.26 -0.01 -0.15
N -3.023 -3.553 -0.490 0.13 0.05 0.04
C -1.930 -4.212 0.008 0.13 -0.01 0.15
C -1.116 -3.260 0.532 -0.18 -0.26 -0.09
N -1.700 -2.017 0.370 0.55 0.27 -0.34
C -2.842 -2.248 -0.267 -0.26 0.19 0.29
H -4.069 -5.237 -1.127 0.02 0.00 0.05
H -4.102 -3.878 -2.259 0.04 -0.01 0.02
H -5.087 -3.832 -0.787 0.04 0.01 0.07
H -1.830 -5.284 -0.028 -0.04 0.01 -0.03
H -0.166 -3.416 1.007 0.05 0.06 -0.12
H -3.573 -1.500 -0.530 0.07 -0.04 -0.08
```
Forces are in eV/Å.

As for the total charge: +2. The HOMO energy (spin up / spin down) is -12.1 / -12.0 eV. The calculation puts the strongest force on any atom at 0.032 hartree/bohr. Its relative energy (zero: lowest compared OMol25 entry of this formula, charge and spin) is 3.683 eV. The calculation puts the orbital gap (spin up / spin down) at 5.3938 / 5.1682 eV. The LUMO energy (spin up / spin down) is -0.247 / -0.252 Ha. Its total energy is -83171.40585 eV.

Results of the Löwdin charge analysis, in e, for atoms 1 through 2: atom 1 (W): 1.83, atom 2 (Cl): 0.73

=====

# 2
Molecular formula: C37H28AuNO9Se
Method: DFT, the ωB97M-V functional and the def2-TZVPD basis

```
77
Properties=species:S:1:pos:R:3:forces:R:3
Au 0.768 1.813 0.417 -0.15 0.55 0.28
O -0.394 -5.894 -0.239 -0.01 0.06 0.02
C -0.228 -4.732 0.007 -0.06 -0.04 -0.02
C 0.284 -3.638 -0.966 -0.14 0.04 -0.06
O 0.656 -3.892 -2.078 -0.06 0.03 0.04
C 0.411 -2.280 -0.210 0.56 -0.14 0.02
C 0.292 -2.675 1.296 -0.08 -0.07 -0.04
O 0.658 -2.056 2.253 0.10 -0.09 -0.03
C -0.334 -4.088 1.407 0.00 -0.02 0.05
O -0.739 -4.633 2.395 0.03 0.04 -0.06
O 1.309 -1.493 -0.572 -0.13 0.05 0.01
C -6.058 0.087 -2.163 0.00 -0.02 0.01
C -5.398 -0.149 -0.813 0.04 -0.04 0.03
C -6.401 -0.392 0.303 0.00 0.02 0.00
O -4.600 0.954 -0.454 0.02 0.11 0.04
C -3.223 0.629 -0.696 0.00 0.14 -0.15
C -3.233 -0.877 -0.428 -0.19 -0.10 -0.03
O -4.523 -1.254 -0.930 0.01 -0.07 -0.10
C -2.159 -1.794 -1.077 -0.06 -0.13 0.08
O -1.095 -1.691 -0.151 -0.11 -0.08 -0.13
C -2.707 -3.238 -1.044 0.06 0.06 0.00
C -3.184 -3.728 0.176 0.00 0.04 -0.03
C -3.657 -5.022 0.296 0.02 0.00 0.02
C -3.646 -5.871 -0.802 0.03 -0.02 -0.02
C -3.152 -5.408 -2.011 0.02 -0.02 0.00
C -2.690 -4.104 -2.132 0.05 0.02 0.02
C -1.848 -1.275 -2.475 -0.01 -0.04 -0.04
C -2.815 -1.346 -3.483 0.05 0.00 0.03
C -2.598 -0.760 -4.720 -0.01 0.00 0.00
C -1.407 -0.090 -4.972 -0.01 0.00 0.01
C -0.447 -0.016 -3.975 0.01 0.00 0.01
C -0.664 -0.597 -2.731 0.07 -0.03 0.02
C -2.322 1.536 0.176 -0.07 0.59 0.31
O -1.066 1.511 -0.377 0.27 -0.78 -0.33
C -2.448 1.036 1.620 0.02 0.03 0.11
C -1.499 0.168 2.144 0.17 0.03 -0.01
C -1.654 -0.382 3.411 -0.01 -0.01 0.05
C -2.770 -0.072 4.174 -0.05 0.03 -0.04
C -3.729 0.792 3.659 -0.02 -0.02 0.04
C -3.571 1.336 2.393 0.07 0.03 -0.04
C -2.766 3.019 0.069 -0.03 -0.10 0.09
C -3.415 3.543 -1.046 0.00 -0.05 0.04
C -3.639 4.908 -1.168 0.00 0.01 0.00
C -3.211 5.783 -0.181 0.00 0.00 -0.01
C -2.546 5.275 0.927 0.00 0.00 0.01
C -2.328 3.911 1.046 0.01 -0.01 0.02
H -6.747 0.931 -2.101 0.00 0.00 0.00
H -6.607 -0.804 -2.475 0.00 0.00 0.00
H -5.289 0.303 -2.905 0.01 0.00 0.00
H -7.028 0.491 0.442 0.00 0.00 0.00
H -5.861 -0.588 1.229 0.00 0.00 0.00
H -7.032 -1.248 0.062 0.00 -0.01 0.00
H -2.961 0.831 -1.741 -0.02 -0.03 0.02
H -3.188 -1.057 0.650 -0.04 0.02 -0.09
H -3.171 -3.085 1.047 0.00 0.01 0.02
H -4.006 -5.377 1.258 0.00 0.00 0.00
H -3.990 -6.894 -0.706 -0.01 0.00 -0.01
H -3.098 -6.072 -2.865 0.00 0.00 0.00
H -2.277 -3.774 -3.074 0.01 0.02 -0.03
H -3.751 -1.851 -3.289 -0.05 -0.02 0.02
H -3.362 -0.825 -5.487 0.00 0.00 0.00
H -1.233 0.373 -5.937 0.00 0.00 0.00
H 0.483 0.510 -4.152 0.00 0.00 0.00
H 0.090 -0.527 -1.956 -0.03 0.02 -0.03
H -0.642 -0.115 1.543 -0.14 0.14 0.10
H -0.902 -1.066 3.781 -0.02 0.03 -0.01
H -2.895 -0.504 5.161 0.00 0.00 0.01
H -4.606 1.044 4.245 -0.01 0.00 0.01
H -4.324 2.005 1.997 -0.03 0.02 -0.02
H -3.755 2.886 -1.834 -0.01 -0.05 -0.02
H -4.149 5.288 -2.046 0.00 0.00 0.00
H -3.382 6.849 -0.278 0.00 0.00 0.00
H -2.186 5.945 1.700 0.00 0.00 0.00
H -1.792 3.527 1.905 0.00 0.00 0.00
Se 5.236 3.656 1.426 -0.05 -0.02 -0.01
C 3.615 2.898 1.198 -0.02 0.01 0.17
N 2.565 2.420 1.085 -0.03 -0.19 -0.34
```
Forces are in eV/Å.

As for the total charge: -2. The HOMO energy is -2.8 eV. The calculation puts the strongest force on any atom at 0.017 hartree/bohr. Its relative energy (zero: lowest compared OMol25 entry of this formula, charge and spin) is 0.000 eV. The calculation puts the orbital gap at 5.8506 eV. The LUMO energy is 0.114 Ha. Its total energy is -127779.85627 eV.

Results of the Löwdin charge analysis, in e, for atoms 1 through 2: atom 1 (Au): 0.81, atom 2 (O): 0.15

=====

> Which of these has the lowest total charge?

C37H28AuNO9Se

=====

> Which of these has the highest relative energy (zero: lowest compared OMol25 entry of this formula, charge and spin)?

C37H27Cl2N9O2W

=====

> Which of these has the lowest strongest force on any atom?

C37H28AuNO9Se